Below is C24H35N6OTa as an isolated structure, with properties calculated with wB97M-V/def2-TZVPD.

As for the net charge: +2. The energy relative to the best compared isomer or geometry (same formula, charge and spin) comes out at 0.000 eV. Its HOMO-LUMO gap is 6.90 eV. For the HOMO energy, the calculation gives -0.4874 hartree.

```
67
Properties=species:S:1:pos:R:3:nbo_charge:R:1
Ta 0.666 0.608 0.261 2.03
C -1.979 6.509 0.058 -0.66
C -1.320 5.170 0.083 0.13
C -0.824 4.623 1.269 -0.23
C -0.201 3.401 1.250 0.08
N -0.055 2.677 0.120 -0.60
C -0.531 3.198 -1.034 0.10
C -1.154 4.421 -1.082 -0.23
H -2.420 6.755 1.022 0.24
H -2.745 6.558 -0.713 0.25
H -1.231 7.273 -0.171 0.26
H -0.927 5.152 2.207 0.25
H 0.182 2.966 2.166 0.22
H -0.396 2.594 -1.920 0.23
H -1.519 4.790 -2.031 0.25
C 5.477 0.405 1.279 -0.42
N 4.347 -0.543 1.283 -0.36
C 4.538 -1.871 1.574 0.13
C 3.528 -2.764 1.586 -0.33
C 2.215 -2.298 1.278 0.51
N 2.060 -0.989 1.014 -0.63
C 3.092 -0.142 1.014 0.79
O 2.771 1.057 0.728 -0.69
N 1.153 -3.076 1.241 -0.70
H 5.823 0.561 2.298 0.24
H 5.136 1.344 0.858 0.26
H 6.277 -0.004 0.668 0.24
H 5.559 -2.153 1.794 0.26
H 3.712 -3.802 1.820 0.27
H 1.224 -4.060 1.444 0.43
H 0.239 -2.682 1.052 0.44
C -2.298 -3.718 0.196 -0.42
N -3.224 -2.665 -0.168 -0.43
C -3.892 -2.945 -1.429 -0.41
C -2.577 -1.374 -0.191 -0.25
C -2.129 -0.922 1.180 0.03
C -2.962 -1.138 2.275 -0.20
C -2.595 -0.736 3.553 -0.14
C -1.372 -0.111 3.775 -0.23
C -0.545 0.104 2.689 -0.17
C -0.899 -0.278 1.375 -0.54
H -2.767 -4.690 0.061 0.23
H -2.014 -3.641 1.249 0.19
H -1.384 -3.697 -0.433 0.15
H -4.419 -3.895 -1.364 0.22
H -3.192 -2.996 -2.279 0.16
H -4.624 -2.165 -1.637 0.21
H -3.283 -0.639 -0.589 0.23
H -1.699 -1.371 -0.860 0.17
H -3.908 -1.639 2.110 0.25
H -3.264 -0.916 4.383 0.24
H -1.074 0.185 4.772 0.24
H 0.432 0.571 2.891 0.18
C -0.621 -0.354 -3.484 -0.60
C 0.729 -0.382 -2.770 0.07
C 1.295 -1.802 -2.740 -0.60
C 1.711 0.570 -3.455 -0.60
N 0.568 0.056 -1.388 -0.70
H -0.479 -0.578 -4.541 0.24
H -1.082 0.632 -3.406 0.21
H -1.309 -1.091 -3.072 0.22
H 1.422 -2.174 -3.757 0.24
H 0.617 -2.476 -2.213 0.21
H 2.271 -1.819 -2.250 0.20
H 1.889 0.246 -4.480 0.24
H 2.667 0.589 -2.930 0.21
H 1.311 1.585 -3.489 0.21
```

Below is C17H21CdN3O4P as an isolated structure, with properties calculated with wB97M-V/def2-TZVPD.

As for the net charge: +1. The energy relative to the best compared isomer or geometry (same formula, charge and spin) comes out at 0.461 eV. Its HOMO-LUMO gap (spin up / spin down) is 6.73 / 6.73 eV. For the HOMO energy (spin up / spin down), the calculation gives -0.3921 / -0.3921 hartree.

```
47
Properties=species:S:1:pos:R:3:nbo_charge:R:1
Cd 13.514 10.585 6.670 1.44
C 14.862 14.820 7.181 -0.71
C 14.735 13.325 6.933 0.22
N 13.539 12.707 6.987 -0.39
N 12.426 13.409 7.163 -0.44
C 11.318 12.710 6.925 0.62
O 11.255 11.440 6.582 -0.83
C 10.026 13.439 7.101 -0.14
C 8.954 12.846 6.407 -0.17
C 7.685 13.500 6.448 -0.20
C 7.515 14.802 6.994 -0.19
C 8.674 15.373 7.511 -0.20
C 9.854 14.688 7.659 -0.18
C 15.927 12.610 6.537 0.14
C 17.178 13.238 6.546 -0.21
C 18.316 12.495 6.189 -0.13
C 18.138 11.120 5.861 -0.24
C 16.850 10.524 6.007 0.05
N 15.784 11.250 6.355 -0.57
H 13.853 15.286 7.155 0.28
H 15.463 15.364 6.430 0.24
H 15.212 14.995 8.203 0.24
H 9.094 11.893 5.972 0.23
H 6.843 12.945 6.134 0.21
H 6.575 15.301 7.179 0.23
H 8.680 16.386 7.952 0.21
H 10.586 15.285 8.146 0.23
H 17.218 14.272 6.888 0.25
H 19.237 13.015 6.000 0.24
H 19.016 10.482 5.613 0.24
H 16.755 9.513 5.620 0.21
C 11.187 8.175 8.705 -0.26
O 12.658 8.054 8.552 -0.85
P 13.392 8.258 7.159 1.69
O 14.724 7.408 7.280 -0.82
C 15.555 7.701 8.482 -0.27
O 12.473 7.338 6.204 -0.82
C 13.019 6.244 5.442 -0.25
H 10.986 8.089 9.771 0.22
H 10.673 7.352 8.197 0.21
H 10.847 9.109 8.243 0.21
H 15.128 7.207 9.395 0.23
H 15.626 8.773 8.658 0.19
H 16.537 7.292 8.185 0.22
H 12.268 5.867 4.756 0.22
H 13.262 5.360 6.134 0.20
H 13.939 6.576 4.964 0.19
```

Below is C31H24ClMnN3O3 as an isolated structure, with properties calculated with wB97M-V/def2-TZVPD.

As for the net charge: +2. The multiplicity is 4. The energy relative to the best compared isomer or geometry (same formula, charge and spin) comes out at 0.000 eV. Its HOMO-LUMO gap (spin up / spin down) is 6.58 / 5.24 eV. For the HOMO energy (spin up / spin down), the calculation gives -0.4900 / -0.4917 hartree.

```
63
Properties=species:S:1:pos:R:3:mulliken_spin:R:1
Mn 0.070 1.807 0.078 2.05
Cl 6.072 5.651 0.954 0.00
C 4.765 4.530 0.897 0.00
C 5.002 3.177 1.178 0.00
C 3.981 2.253 1.140 0.01
C 2.688 2.659 0.812 0.00
O 1.712 1.754 0.801 0.05
C 2.441 4.018 0.536 0.02
C 1.135 4.499 0.260 0.02
N 0.068 3.771 0.123 -0.06
C -1.222 4.352 -0.090 0.03
C -1.538 5.682 -0.090 0.00
C -2.867 6.096 -0.333 0.00
C -3.860 5.188 -0.559 0.00
C -3.563 3.804 -0.545 0.00
C -4.524 2.789 -0.750 0.01
C -4.153 1.473 -0.706 0.00
C -2.813 1.153 -0.456 0.01
N -1.891 2.077 -0.261 -0.03
C -2.241 3.402 -0.305 -0.04
C 3.500 4.951 0.589 0.00
H 6.006 2.863 1.430 0.00
H 4.165 1.212 1.365 0.00
H 1.032 5.577 0.165 -0.01
H -0.793 6.443 0.098 0.00
H -3.089 7.154 -0.333 0.00
H -4.876 5.510 -0.742 0.00
H -5.554 3.066 -0.939 0.00
H -4.868 0.678 -0.859 0.00
H -2.478 0.125 -0.413 0.00
H 3.310 5.996 0.383 0.00
C -1.324 -5.554 3.546 0.00
C -1.146 -5.301 2.076 -0.04
C -1.626 -6.230 1.148 0.24
C -1.483 -6.050 -0.234 -0.03
C -0.833 -4.948 -0.709 0.15
C -0.310 -3.998 0.213 0.11
N 0.323 -2.887 -0.229 0.33
C 0.927 -2.658 -1.472 -0.03
C 1.529 -3.704 -2.168 0.12
C 2.158 -3.462 -3.379 -0.04
C 2.210 -2.178 -3.899 0.08
C 1.650 -1.126 -3.188 -0.02
C 1.014 -1.343 -1.974 0.03
C 0.497 -0.153 -1.256 -0.01
O 0.583 0.992 -1.761 0.00
O -0.006 -0.248 -0.071 -0.04
C -0.490 -4.164 1.624 0.15
C 0.066 -3.192 2.623 -0.02
H -1.881 -6.472 3.718 0.00
H -1.862 -4.737 4.028 0.00
H -0.359 -5.646 4.048 0.00
H -2.140 -7.111 1.512 0.00
H -1.907 -6.770 -0.920 0.00
H -0.769 -4.759 -1.770 0.00
H 0.329 -2.073 0.382 -0.05
H 1.549 -4.694 -1.736 0.00
H 2.627 -4.281 -3.906 0.00
H 2.706 -1.991 -4.841 0.00
H 1.702 -0.115 -3.567 0.00
H 0.529 -2.307 2.193 0.00
H 0.832 -3.684 3.227 0.01
H -0.712 -2.864 3.314 0.01
```

Below is C6H8CsNaO3 as an isolated structure, with properties calculated with wB97M-V/def2-TZVPD.

As for the net charge: -1. The multiplicity is 2. Its HOMO-LUMO gap (spin up / spin down) is 4.07 / 3.45 eV. For the HOMO energy (spin up / spin down), the calculation gives -0.0715 / -0.0618 hartree.

```
19
Properties=species:S:1:pos:R:3:mulliken_spin:R:1
C -1.821 0.109 1.662 0.05
C -1.298 -0.567 2.846 0.56
O -0.039 -0.910 2.945 0.24
H -1.188 0.967 1.363 0.01
H -2.880 0.397 1.762 0.01
H -2.033 -1.007 3.547 0.01
O -1.720 -0.866 0.328 0.11
Na 0.512 -1.388 0.836 0.03
C -1.669 -0.243 -0.967 -0.01
C -0.305 -0.351 -1.572 0.51
C 0.747 0.489 -1.176 0.05
C 2.104 0.309 -1.462 0.16
O 3.047 1.139 -1.158 0.24
Cs 8.117 2.306 -1.766 -1.00
H -1.942 0.822 -0.845 -0.01
H -2.429 -0.710 -1.616 0.01
H -0.084 -1.228 -2.192 0.02
H 0.492 1.361 -0.558 0.01
H 2.390 -0.630 -1.976 0.01
```

Below is one molecule with the formula C6H8ClN, with properties calculated with wB97M-V/def2-TZVPD.

Its SMILES is N[C@H]1[C@H]2C=C(Cl)C[C@@H]12. The energy relative to the best compared isomer or geometry (same formula, charge and spin) comes out at 2.747 eV. Its HOMO-LUMO gap is 9.56 eV. For the HOMO energy, the calculation gives -0.3199 hartree.

```
16
Properties=species:S:1:pos:R:3:nbo_charge:R:1
N -1.577 0.661 0.846 -0.82
C -1.260 0.482 -0.465 -0.07
C 0.090 0.657 -0.938 -0.26
C 1.221 0.858 -0.007 -0.28
C 1.355 -0.301 0.667 0.02
Cl 2.761 -0.607 1.631 0.00
C 0.311 -1.354 0.373 -0.49
C -0.466 -0.737 -0.792 -0.24
H -0.689 1.090 1.417 0.38
H -2.377 1.575 0.901 0.36
H -2.058 0.606 -1.228 0.22
H 0.391 0.985 -2.081 0.22
H 2.116 1.566 0.026 0.25
H -0.074 -1.883 1.334 0.25
H 0.903 -2.212 0.039 0.23
H -0.647 -1.387 -1.723 0.23
```

Below is C21H40N4O5S as an isolated structure, with properties calculated with wB97M-V/def2-TZVPD.

Its HOMO-LUMO gap is 7.80 eV. For the HOMO energy, the calculation gives -0.3159 hartree.

```
71
Properties=species:S:1:pos:R:3:mulliken_charge:R:1
C -3.893 -0.099 0.228 -0.81
O -3.814 0.720 -0.951 -0.15
C -4.261 -0.003 -2.117 -0.75
C -5.789 -0.329 -1.895 0.65
C -6.182 -1.720 -1.847 -0.77
C -7.622 -2.046 -1.595 0.73
N -8.171 -3.317 -1.508 -0.67
S -9.769 -2.988 -1.170 0.19
N -9.882 -1.331 -1.134 -0.65
C -8.577 -0.886 -1.396 0.64
C -8.137 0.558 -1.485 -1.08
C -6.718 0.863 -1.737 0.83
C -6.274 2.354 -1.826 -1.15
H -4.933 -0.133 0.683 0.31
H -3.248 0.394 1.016 0.24
H -3.603 -1.180 0.058 0.33
H -3.642 -0.933 -2.275 0.35
H -4.178 0.610 -3.055 0.39
H -5.374 -2.488 -1.996 0.29
H -8.829 1.422 -1.359 0.29
H -7.140 3.028 -1.542 0.36
H -6.022 2.617 -2.899 0.26
H -5.435 2.624 -1.126 0.19
C 2.109 5.170 -0.025 -0.72
O 0.927 4.671 0.577 -0.34
C -0.234 4.863 -0.230 -0.90
C -0.781 3.520 -0.699 0.02
N 0.106 2.909 -1.687 -0.37
C -0.233 1.521 -1.999 -0.67
C -0.084 0.493 -0.872 -0.32
O 1.261 0.279 -0.466 -0.36
C 1.724 1.175 0.532 -0.50
H 2.919 5.081 0.702 0.24
H 2.376 4.587 -0.912 0.31
H 1.998 6.226 -0.291 0.34
H -0.046 5.534 -1.073 0.42
H -0.986 5.338 0.409 0.38
H -1.769 3.668 -1.145 0.33
H -0.892 2.879 0.184 0.13
H 1.057 2.933 -1.336 0.12
H 0.422 1.216 -2.821 0.38
H -1.257 1.484 -2.385 0.28
H -0.430 -0.468 -1.267 0.36
H -0.726 0.712 -0.012 0.19
H 0.931 1.503 1.208 0.28
H 2.207 2.038 0.067 0.16
H 2.487 0.662 1.121 0.22
C 5.381 -4.123 4.304 -0.73
O 6.258 -4.148 3.190 -0.34
C 5.734 -4.882 2.084 -0.79
C 5.455 -3.947 0.913 -0.21
N 4.312 -3.081 1.195 -0.32
C 4.137 -2.003 0.220 -0.60
C 5.238 -0.936 0.150 -0.67
O 5.331 -0.131 1.319 -0.42
C 6.161 -0.660 2.339 -0.59
H 5.904 -3.640 5.132 0.24
H 4.479 -3.545 4.081 0.31
H 5.108 -5.137 4.611 0.34
H 4.846 -5.461 2.354 0.41
H 6.511 -5.592 1.782 0.39
H 5.243 -4.542 0.020 0.37
H 6.362 -3.359 0.732 0.18
H 4.433 -2.664 2.111 0.07
H 3.199 -1.501 0.474 0.39
H 3.998 -2.441 -0.773 0.36
H 4.971 -0.250 -0.659 0.42
H 6.215 -1.352 -0.120 0.41
H 6.989 -1.251 1.943 0.30
H 5.570 -1.259 3.037 0.20
H 6.574 0.176 2.907 0.29
```

Below is a 6-piece molecular cluster, C40H69BN6O4 overall, with properties calculated with wB97M-V/def2-TZVPD.

As for the net charge: +4. The energy relative to the best compared isomer or geometry (same formula, charge and spin) comes out at 0.000 eV. Its HOMO-LUMO gap is 3.95 eV. For the HOMO energy, the calculation gives -0.5101 hartree.

```
120
Properties=species:S:1:pos:R:3:mulliken_charge:R:1
B -14.984 22.949 1.639 3.12
H -14.627 21.951 1.437 -1.15
H -16.013 22.747 1.893 -1.00
H -14.574 23.299 2.574 -0.53
H -14.911 23.600 0.781 -0.30
C -14.664 18.421 3.985 -1.56
C -15.275 19.838 3.842 0.41
C -16.841 19.923 3.587 0.20
C -17.294 19.775 2.109 -0.65
N -18.897 19.943 1.941 0.49
C -19.235 19.840 0.404 -0.45
C -20.400 20.768 0.152 -0.94
C -20.550 21.654 1.287 -0.71
C -19.267 21.398 2.186 -0.06
C -19.859 18.932 2.695 -0.80
C -19.291 17.463 2.607 0.16
C -20.063 16.408 3.340 -1.54
H -14.544 17.913 3.028 0.30
H -15.269 17.817 4.660 0.40
H -13.639 18.396 4.353 0.47
H -14.775 20.283 2.982 -0.55
H -15.042 20.391 4.752 0.31
H -17.087 20.905 3.990 -0.56
H -17.298 19.146 4.201 0.53
H -17.078 18.832 1.607 0.58
H -16.890 20.628 1.564 0.06
H -19.325 18.785 0.147 0.52
H -18.341 20.273 -0.044 0.24
H -21.355 20.255 0.042 0.37
H -20.227 21.272 -0.799 0.38
H -21.433 21.423 1.882 0.39
H -20.632 22.721 1.080 0.50
H -19.410 21.667 3.233 0.06
H -18.422 21.982 1.823 -0.13
H -20.854 18.923 2.250 0.40
H -19.909 19.283 3.726 0.46
H -18.262 17.417 2.965 0.15
H -19.361 17.109 1.578 0.23
H -19.504 15.476 3.415 0.37
H -20.994 16.091 2.869 0.37
H -20.421 16.752 4.311 0.37
C -10.796 24.513 3.284 -1.45
C -10.961 24.120 1.846 -0.05
C -10.908 22.567 1.657 -0.44
O -11.795 21.791 2.558 -0.29
C -11.712 20.441 2.495 -0.56
N -12.386 24.612 1.497 0.05
H -13.092 24.029 1.923 -0.58
H -12.549 25.520 1.907 0.38
H -12.369 24.709 0.491 0.40
H -11.527 24.120 3.990 0.27
H -10.820 25.586 3.474 0.46
H -9.858 24.043 3.580 0.42
H -10.232 24.720 1.301 0.41
H -9.899 22.252 1.924 0.64
H -11.083 22.226 0.637 0.24
H -12.021 19.941 1.577 0.12
H -12.310 19.955 3.266 0.08
H -10.814 19.908 2.807 0.42
C -10.017 15.480 0.787 -0.80
N -10.847 16.486 0.067 0.02
C -10.439 17.706 -0.077 -0.19
C -11.269 18.714 -0.645 -0.61
C -12.506 18.404 -1.117 0.92
C -12.892 17.062 -1.101 -0.76
C -12.024 16.124 -0.512 -0.44
C -13.344 19.527 -1.734 0.49
C -13.524 20.744 -0.982 0.14
C -14.116 21.842 -1.668 -0.69
N -14.453 21.700 -3.020 0.17
C -14.331 20.549 -3.712 -0.58
C -13.808 19.436 -3.059 -0.56
C -14.950 22.848 -3.743 -1.04
H -9.739 14.739 0.038 0.39
H -10.740 14.981 1.433 0.33
H -9.130 15.844 1.306 0.32
H -9.476 17.894 0.373 0.44
H -10.873 19.713 -0.752 0.50
H -13.835 16.808 -1.562 0.59
H -12.317 15.101 -0.323 0.46
H -13.072 20.898 -0.013 0.10
H -14.097 22.854 -1.292 0.31
H -14.777 20.575 -4.695 0.53
H -13.683 18.480 -3.546 0.59
H -15.032 23.698 -3.066 0.28
H -15.948 22.626 -4.122 0.44
H -14.214 23.009 -4.530 0.43
C -24.187 26.089 6.817 -0.84
N -22.687 25.888 6.981 0.00
C -22.245 24.663 7.397 -0.39
C -20.842 24.446 7.447 -0.42
C -19.923 25.379 7.029 0.46
C -20.413 26.616 6.610 -0.54
C -21.811 26.861 6.599 -0.16
C -18.490 24.978 6.813 0.43
C -17.538 25.742 7.401 -0.68
C -16.221 25.683 6.951 -0.06
N -15.887 24.854 5.947 0.16
C -16.765 23.967 5.417 -0.14
C -18.119 24.003 5.861 -0.76
C -14.523 24.865 5.399 -1.00
H -24.359 27.092 6.428 0.30
H -24.661 25.904 7.781 0.36
H -24.562 25.337 6.122 0.37
H -22.922 23.916 7.785 0.48
H -20.441 23.505 7.795 0.54
H -19.815 27.446 6.264 0.46
H -22.070 27.888 6.388 0.40
H -17.904 26.529 8.044 0.55
H -15.475 26.260 7.476 0.44
H -16.381 23.174 4.793 0.33
H -18.876 23.340 5.469 0.63
H -14.602 25.082 4.334 0.31
H -14.156 23.853 5.571 0.37
H -13.840 25.602 5.822 0.36
O -16.654 22.905 -0.988 -0.02
C -17.944 23.086 -1.115 0.60
O -18.420 22.998 -2.242 -0.73
O -18.550 23.571 -0.116 -0.71
H -16.743 22.909 -0.033 -0.24
```

| no. | E (eV) |
| --- | --- |
| 1 | -37984.9229 |
| 2 | -44477.0755 |
| 3 | -86979.8669 |
| 4 | -17455.1376 |
| 5 | -20360.8416 |
| 6 | -49453.6022 |
| 7 | -60364.6631 |